# C23H21N5O2S

The molecule C23H21N5O2S in a non-equilibrium geometry (ωB97M-V/def2-TZVPD, the Open Molecules 2025 dataset).

As for the SMILES: [H]/N=C1/C(=C\c2ccc(OCc3ccccc3)cc2)C(=O)N=C2SC(N3CCCC3)=NN21. Its frontier orbital gap is 7.6756 eV. For the LUMO energy, the calculation gives -0.38 eV. The calculation puts the largest force on an atom at 1.070 eV/A. The HOMO energy comes out at -8.06 eV.

Positions of all 52 atoms, in Å:
1 S -6.04157 1.39371 -0.09921
2 O 4.59689 0.35973 -0.32564
3 O -2.38689 4.70387 -0.02725
4 N -1.37489 0.05600 0.19089
5 N -3.54474 0.89310 0.01147
6 N -4.10993 -0.34445 0.05958
7 N -4.04612 3.18952 -0.08520
8 N -6.20952 -1.31624 0.03702
9 C -0.40428 2.85791 -0.05222
10 C -5.39306 -0.26929 0.01056
11 C 2.33165 0.41920 -0.87511
12 C 9.21981 -0.51677 -0.16488
13 C 1.07902 0.97858 -0.81644
14 C 0.86255 2.17830 -0.12767
15 C 1.96807 2.79785 0.46572
16 C 8.98555 -1.87924 -0.09457
17 C -5.72182 -2.68111 0.09399
18 C -2.71264 3.53641 -0.04508
19 C -2.14389 1.04707 0.04502
20 C 3.22242 2.22412 0.44137
21 C -4.37839 1.95832 -0.06244
22 C 6.64852 -1.45442 0.24006
23 C -1.69331 2.43139 -0.04591
24 C -8.10174 -2.65763 0.28371
25 C 8.16978 0.37596 -0.03928
26 C 6.87765 -0.08683 0.16666
27 C -6.95392 -3.50948 -0.25883
28 C 7.69736 -2.34592 0.10507
29 C 5.73482 0.88042 0.33258
30 C -7.65176 -1.23408 -0.03779
31 C 3.41914 1.01834 -0.22935
32 H -1.86092 -0.83085 0.28588
33 H -7.04166 -3.60876 -1.34094
34 H 10.22224 -0.14715 -0.32309
35 H 5.64213 -1.81260 0.39310
36 H 0.25673 0.49948 -1.31756
37 H -9.05828 -2.89952 -0.17278
38 H -8.18498 -2.78827 1.36279
39 H 4.04012 2.72738 0.93365
40 H 9.80486 -2.57531 -0.19717
41 H 5.52102 1.00926 1.40584
42 H -6.92286 -4.50274 0.18209
43 H 2.50586 -0.49871 -1.41421
44 H -0.32257 3.94053 0.02756
45 H 6.00487 1.85965 -0.08624
46 H 8.35605 1.43885 -0.10033
47 H 1.83128 3.73818 0.98017
48 H -7.96199 -0.93541 -1.04697
49 H -8.03410 -0.49385 0.66992
50 H -5.36096 -2.90393 1.10452
51 H 7.50930 -3.40816 0.15870
52 H -4.89090 -2.81242 -0.60177


# C23H21NO3

The molecule C23H21NO3 in a non-equilibrium geometry (ωB97M-V/def2-TZVPD, the Open Molecules 2025 dataset).

As for the SMILES: C=Cc1oc2ccccc2c(=O)c1CN(/C=C/C(C)=O)Cc1ccccc1. Its frontier orbital gap is 7.7339 eV. For the LUMO energy, the calculation gives -0.41 eV. The calculation puts the largest force on an atom at 6.138 eV/A. The HOMO energy comes out at -8.15 eV.

Positions of all 48 atoms, in Å:
1 O -2.43891 2.77629 0.37004
2 O -0.46995 -1.39546 -3.95997
3 O -1.43826 -0.48653 2.51473
4 N 1.19787 0.01103 -0.07306
5 C 4.15224 -1.38254 0.71368
6 C 3.61914 -1.72717 -1.67698
7 C -0.62614 -1.55566 -2.74398
8 C -5.33781 0.78292 2.65465
9 C -0.38249 4.33216 -0.81968
10 C -0.71993 1.15352 1.16659
11 C -4.09646 0.27821 2.55643
12 C 4.46946 -2.87828 -1.71740
13 C 0.07100 -0.57567 -1.88182
14 C -3.38754 2.07605 1.00671
15 C 2.63198 0.32129 -0.44151
16 C -4.68372 2.56870 1.06346
17 C -0.10902 3.24334 -0.03154
18 C -1.15136 2.37314 0.47536
19 C -1.28590 -2.84519 -2.36589
20 C 0.71763 0.45481 1.23020
21 C -1.75486 0.38554 1.79327
22 C 4.94645 -2.53258 0.67219
23 C -5.70718 1.94031 1.87203
24 C 5.18308 -3.22186 -0.53049
25 C 0.54942 -0.97457 -0.69884
26 C -3.12645 0.91745 1.72888
27 C 3.49816 -0.90659 -0.47798
28 H -6.73108 2.45879 1.94162
29 H 5.79954 -4.04650 -0.51734
30 H 4.03746 -0.76443 1.59512
31 H -0.63260 -3.54185 -1.92917
32 H 0.49778 -2.00450 -0.25834
33 H -1.40108 4.45970 -1.19248
34 H 0.48968 4.86284 -1.14970
35 H 0.67744 -0.41728 1.88413
36 H 3.09181 -1.50593 -2.53062
37 H -4.91978 3.50279 0.54727
38 H 3.11488 1.07477 0.17761
39 H 0.19205 0.47026 -2.18319
40 H 1.39564 1.04574 1.78614
41 H 4.41092 -3.47522 -2.61261
42 H 5.59433 -2.81192 1.53353
43 H -5.99422 0.32658 3.36011
44 H 2.70370 0.78173 -1.41786
45 H -3.80559 -0.50639 3.24997
46 H -2.05164 -2.70163 -1.53539
47 H -1.74670 -3.33426 -3.21010
48 H 0.95704 2.99407 0.06225


# C23H21NO6OsS2

A structure of composition C23H21NO6OsS2 (ωB97M-V/def2-TZVPD, the Open Molecules 2025 dataset).

As for the expectation value of S²: 6.016. Its spin multiplicity is 5. Its frontier orbital gap (spin up / spin down) is 8.2715 / 6.3761 eV. For the LUMO energy (spin up / spin down), the calculation gives -6.71 / -8.60 eV. The calculation puts the largest force on an atom at 0.300 eV/A. The HOMO energy (spin up / spin down) comes out at -14.98 / -14.98 eV. Its charge is +2.

Positions of all 54 atoms, in Å:
1 Os -0.22637 -0.09879 0.34117
2 S -3.63533 -0.45311 1.54826
3 S 1.34004 1.02299 3.24666
4 O 0.43798 0.63428 2.03224
5 O 0.34343 -3.95998 -0.54301
6 O 0.27318 -1.96858 0.51063
7 O -0.59507 1.57922 -0.56284
8 O -1.36473 2.50584 -2.46694
9 O -2.29477 -0.51361 0.76666
10 N -0.49863 -0.73525 -1.54071
11 C 2.34243 -2.82149 3.95260
12 C -1.07356 0.39489 4.57190
13 C -0.99668 1.55204 -1.87065
14 C 2.13182 -0.45848 3.75349
15 C 3.51876 -2.63724 4.67176
16 C 0.10996 1.35470 4.53236
17 C -0.93301 -1.59702 -4.04583
18 C -3.60299 2.24394 0.85228
19 C 3.32931 -0.25618 4.43421
20 C -4.27185 3.44250 0.65609
21 C -0.31264 -2.03091 -1.79481
22 C -0.87936 0.16213 -2.45188
23 C -1.11311 -0.24503 -3.74621
24 C -5.72250 1.18735 1.41357
25 C -0.52785 -2.50834 -3.06864
26 C 4.01270 -1.36296 4.91309
27 C -3.12598 -0.35683 3.27529
28 C -2.19946 0.81023 3.61546
29 C -6.37129 2.40139 1.23553
30 C 1.62973 -1.72878 3.49018
31 C -5.64492 3.52129 0.85977
32 C -4.34327 1.13453 1.24041
33 C 0.13948 -2.79508 -0.57171
34 H -2.54057 2.17670 0.66437
35 H -1.44175 0.35835 5.59805
36 H -6.28111 0.29475 1.67080
37 H -1.76020 1.20881 2.70141
38 H -2.65574 -1.32855 3.44598
39 H -0.19001 2.39085 4.36350
40 H -1.10650 -1.94429 -5.05588
41 H -0.37628 -3.55697 -3.28500
42 H -4.06321 -0.34759 3.83569
43 H 1.98352 -3.82039 3.74551
44 H -0.73190 -0.61736 4.34827
45 H -2.77844 1.62812 4.04425
46 H 0.71809 1.32897 5.44046
47 H 4.93925 -1.22898 5.45376
48 H -6.15497 4.46272 0.70572
49 H -3.72357 4.31847 0.33650
50 H 4.06539 -3.49890 5.03063
51 H -7.44214 2.46745 1.36910
52 H -1.42210 0.47519 -4.49146
53 H 0.73428 -1.87374 2.90200
54 H 3.72470 0.74166 4.58429


# C23H22BrF10O8PS

A cluster of 3 separate species, C23H22BrF10O8PS in total in a non-equilibrium geometry (ωB97M-V/def2-TZVPD, the Open Molecules 2025 dataset).

As for the SMILES: O=C1C(C[C@H]2CO2)=C(C(F)(F)c2cccc(C(F)(F)F)c2)C(=O)C(S(=O)(=O)C(F)(F)C(F)(F)F)=C1P(O)Br.CCO.CCO. Its frontier orbital gap is 6.0024 eV. For the LUMO energy, the calculation gives -2.67 eV. The calculation puts the largest force on an atom at 8.094 eV/A. The HOMO energy comes out at -8.67 eV.

Positions of all 66 atoms, in Å:
1 Br -2.32981 1.29489 4.55031
2 S 0.35587 3.13723 0.63963
3 P -2.28875 1.61064 2.27521
4 F 2.98246 3.60395 1.28928
5 F 1.86774 5.27364 0.22882
6 F 5.58009 -5.31103 3.60642
7 F 1.48848 -2.99051 -1.60423
8 F 3.92809 2.95446 -1.15698
9 F 2.67491 4.63853 -2.01360
10 F 3.62614 -6.23853 2.62697
11 F 2.66601 -1.03931 -1.72304
12 F 1.82488 2.44792 -1.86947
13 F 5.75287 -6.55548 1.62401
14 O -3.70339 0.86833 1.58665
15 O -4.49310 6.11279 1.54482
16 O 2.71485 0.79259 0.49453
17 O -0.64020 3.38343 -0.48622
18 O -1.47662 -3.96450 -1.49316
19 O -0.15797 3.96454 1.81120
20 O -1.23274 -1.41707 2.95286
21 O -3.53649 -1.17892 -3.30907
22 C -5.52833 -1.13136 -4.66779
23 C 0.17871 -1.82047 0.97018
24 C -0.24639 -3.34120 0.87272
25 C 4.77150 -4.33088 1.52961
26 C 2.59114 3.44908 -1.22067
27 C 4.72601 -1.69801 -0.01170
28 C 2.04647 3.84808 0.24103
29 C 4.90676 -5.69210 2.39630
30 C -4.78949 -0.52804 -3.48976
31 C 3.43277 -2.59177 -0.01570
32 C 3.47266 -3.95436 0.77667
33 C 6.07420 -3.44621 1.51291
34 C 2.15963 -2.04014 -0.79798
35 C 1.24460 -1.24664 0.23472
36 C -1.67390 -3.43464 -0.09974
37 C 0.35775 1.32180 0.97085
38 C -0.65143 -0.89181 1.97705
39 C -3.39500 5.72691 0.72524
40 C -2.25257 6.71022 0.88258
41 C -0.73357 0.69930 1.66930
42 C 6.04275 -2.11242 0.73257
43 C 1.54291 0.31107 0.53848
44 C -1.68598 -2.35466 -1.40398
45 H -3.02569 -1.05892 -4.12155
46 H -1.92882 6.75854 1.92553
47 H -4.94137 -1.03038 -5.58546
48 H 6.99175 -1.46589 0.72672
49 H -5.36884 -0.65021 -2.57211
50 H 7.04137 -3.73683 2.04159
51 H -2.71469 -3.63128 0.46926
52 H 2.52670 -4.61046 0.80287
53 H -5.69259 -2.20065 -4.51063
54 H -4.61126 0.54031 -3.64583
55 H -6.49505 -0.64362 -4.81364
56 H -2.56800 7.71932 0.59970
57 H 0.50775 -4.04192 0.39231
58 H -1.40117 6.42098 0.26188
59 H -4.77023 6.99498 1.26442
60 H -3.73186 5.68231 -0.31553
61 H -2.74621 -2.02944 -1.00586
62 H 4.77197 -0.67393 -0.53852
63 H -4.18255 0.36092 2.29497
64 H -3.08188 4.72579 1.02920
65 H -2.10196 -2.51411 -2.44778
66 H -0.67187 -3.75481 1.85063